The following is a quantum chemistry calculation of a 2-piece molecular cluster, C4H5N3 overall, from OMol25.

Summary:
Frontier orbital gap (alpha / beta): 8.34 / 8.02 eV
Multiplicity: 1
Charge: 0
LUMO level (alpha / beta): -0.57 / -1.41 eV
E: -8694.8587 eV
E_HOMO (alpha / beta): -0.328 / -0.347 hartree

Last column: natural (NBO) charge in e.
Positions of all 12 atoms, in Å:
C -1.474549 0.738978 -0.177148  0.210
C -0.578362 -1.369002 0.195981  0.208
C 1.190350 0.188470 -1.235348  -0.481
C -0.543409 -0.021401 0.545506  -0.005
N -1.941340 1.422509 -0.964162  -0.245
N -0.477883 -2.421954 -0.280590  -0.269
N 0.047708 0.315268 1.784780  -0.747
H 1.167077 1.222762 -1.630692  0.187
H 2.250361 -0.103756 -1.033018  0.184
H 0.789588 -0.572230 -1.876002  0.183
H 0.031771 -0.483321 2.365509  0.383
H -0.461307 1.083679 2.305179  0.392

Forces on the atoms, in the same order (eV/Å):
C 1.03 0.61 0.21
C 0.61 -2.31 -1.15
C 1.34 0.52 -0.41
C 1.62 0.28 0.40
N -1.27 0.80 -0.70
N -0.40 0.51 0.74
N -1.82 2.07 -0.01
H -0.53 -0.59 0.55
H -0.99 0.26 0.77
H -0.80 -0.13 -0.12
H 0.32 -0.96 0.81
H 0.89 -1.05 -1.09



The following is a quantum chemistry calculation of one molecule with the formula C18H16N4O3S2, from OMol25.

Summary:
Frontier orbital gap: 7.13 eV
Multiplicity: 1
Charge: 0
LUMO level: -0.84 eV
E: -52694.1391 eV
E_HOMO: -0.293 hartree
SMILES: [H]/N=C1/C(=C\c2ccc(SCc3ccco3)o2)C(=O)N=C2SC(CCC)=NN21

Last column: natural (NBO) charge in e.
Positions of all 43 atoms, in Å:
O 1.162758 4.181799 3.953351  -0.532
N 0.013007 4.339714 1.943974  -0.536
N -0.399227 0.152457 2.133274  -0.653
N -1.923544 1.744595 0.533084  -0.240
O 2.194910 -0.530915 1.552014  -0.384
O -0.883544 -3.010134 -1.987899  -0.431
S -1.823385 4.299733 0.018727  0.405
S 2.630769 -3.058232 0.553801  0.321
C 0.823399 3.593908 2.920951  0.647
C -0.733510 3.658308 1.155975  0.244
C -0.047001 1.434203 1.978476  0.407
C -2.397165 2.648854 -0.231935  0.095
C -1.030919 -3.847193 -3.069901  0.093
C 2.929245 -1.632467 1.468553  0.125
C 0.084368 -4.668527 -3.252789  -0.324
C 3.944316 -1.655882 2.378792  -0.340
C 3.741446 -0.436694 3.189502  -0.217
C 0.988368 -4.195865 -2.185802  -0.310
C 2.632767 0.130683 2.627269  0.194
C 0.416605 -3.196524 -1.427504  0.260
C 2.186778 1.462552 3.076968  -0.053
C 1.040471 2.108621 2.712885  -0.241
N -0.946696 2.287155 1.321901  -0.292
C 1.097088 -2.375723 -0.290892  -0.554
C -2.063904 0.716142 -2.693474  -0.626
C -3.435508 2.315068 -1.229434  -0.461
C -2.916066 1.913100 -2.584891  -0.375
H -1.231047 -0.113020 1.703071  0.357
H -1.980643 -3.959291 -3.640464  0.214
H 0.301267 -5.474904 -4.006081  0.243
H 4.697893 -2.398531 2.596206  0.239
H 4.493616 -0.039909 3.923281  0.243
H 2.037587 -4.598601 -2.035646  0.227
H 2.931814 1.956845 3.698928  0.240
H 1.206294 -1.412724 -0.784908  0.244
H 0.366900 -2.361837 0.543911  0.249
H -2.339360 -0.028399 -1.908093  0.211
H -2.294803 0.221285 -3.629978  0.224
H -0.980191 0.919484 -2.520933  0.211
H -3.970688 1.424968 -0.860609  0.237
H -4.161105 3.096346 -1.350449  0.229
H -3.953941 1.669267 -3.129648  0.200
H -2.409422 2.720284 -3.163567  0.208

Forces on the atoms, in the same order (eV/Å):
O -0.08 -1.28 -2.28
N 1.65 -0.75 0.52
N 3.84 3.69 1.05
N 0.44 0.35 -0.28
O -1.05 -0.43 -0.25
O 0.83 0.37 0.50
S -0.38 -0.27 -0.88
S -1.75 0.44 -2.11
C -1.15 1.51 1.74
C 0.95 -0.90 2.52
C -2.42 -3.95 1.06
C -0.75 0.02 0.07
C 1.32 -2.03 -0.44
C 1.93 -1.30 0.85
C -0.34 1.72 1.34
C -0.13 1.94 1.69
C 1.22 -1.62 -1.34
C 1.07 -0.57 -0.06
C 1.04 2.89 2.23
C 0.75 -2.56 -1.93
C -0.92 -0.44 -1.17
C 0.54 0.17 -0.85
N 0.29 0.75 -0.89
C -2.42 -1.05 -0.57
C 0.76 -1.78 1.48
C -0.04 -0.80 0.35
C -2.58 0.89 -2.43
H -1.74 0.02 -1.19
H 0.71 0.85 1.04
H -0.51 1.21 1.00
H -0.22 -0.11 -0.39
H -1.43 -0.39 -0.69
H -1.51 0.65 -0.10
H -0.35 0.08 -0.08
H 0.57 0.36 0.79
H 0.37 0.66 -0.51
H 0.17 0.38 -0.43
H 0.67 -0.04 -0.29
H -0.75 -0.17 -0.49
H 0.13 0.37 0.15
H -0.29 0.57 0.09
H 2.28 0.65 0.65
H -0.70 -0.11 0.52



The following is a quantum chemistry calculation of an isolated ion of composition C5H8NO2S and charge +1, from OMol25.

Summary:
Frontier orbital gap: 9.33 eV
Multiplicity: 1
Charge: +1
LUMO level: -4.81 eV
E: -21724.6143 eV
E_HOMO: -0.520 hartree

Last column: natural (NBO) charge in e.
Positions of all 17 atoms, in Å:
C 0.570688 -0.797092 -1.704817  0.156
C -1.172365 0.545344 -1.436858  0.849
C -2.456720 1.131968 -1.826630  -0.727
C 0.811508 -1.467467 1.607154  -0.665
C 1.387346 -0.347168 0.767656  -0.254
N 0.684041 0.025209 -0.406186  -0.128
O -0.698220 -0.372957 -2.243195  -0.394
O -0.570815 0.797088 -0.362018  -0.226
S 1.736096 -1.555206 -2.362430  0.275
H -2.539663 2.123850 -1.552517  0.277
H -2.563321 0.963781 -2.957161  0.290
H -3.370035 0.610683 -1.346473  0.312
H 1.291352 -1.628833 2.589627  0.261
H -0.211187 -1.317475 1.906322  0.227
H 1.001821 -2.519360 1.168611  0.237
H 2.220053 -0.771593 0.268512  0.263
H 1.674165 0.590592 1.244325  0.247

Forces on the atoms, in the same order (eV/Å):
C -0.51 3.11 3.46
C -1.84 -0.91 -0.96
C -1.61 -2.54 -1.64
C 0.52 -2.06 0.79
C -0.44 -0.21 0.88
N -1.79 -0.90 -4.61
O 1.44 0.42 1.50
O 1.21 -0.85 0.48
S 0.78 -1.31 -0.92
H -0.01 2.19 0.44
H 0.11 0.49 1.69
H 1.67 0.42 -0.51
H 0.32 0.76 -0.44
H -0.64 -0.05 -0.35
H -0.76 1.80 0.09
H 1.51 -0.07 -0.27
H 0.05 -0.31 0.37



The following is a quantum chemistry calculation of C41H47AsClI2N6OPS2Tl as an isolated structure, from OMol25.

Summary:
Frontier orbital gap (alpha / beta): 4.02 / 5.71 eV
Multiplicity: 1
Charge: +3
LUMO level (alpha / beta): -9.50 / -7.81 eV
E: -179459.4076 eV
E_HOMO (alpha / beta): -0.497 / -0.497 hartree

Last column: Mulliken charge in e.
Positions of all 103 atoms, in Å:
Tl 0.595101 0.176756 0.580975  1.042
I -2.355122 1.630061 -0.699245  0.288
C -4.126355 1.023211 -1.700854  0.511
C -5.275484 1.632232 -1.281181  -0.535
C -6.479677 1.403213 -1.965723  -0.889
C -6.488111 0.583446 -3.055521  -0.865
C -5.314922 -0.083469 -3.476442  0.890
C -5.352707 -0.932239 -4.603182  -0.810
C -4.236571 -1.598472 -5.019980  -1.200
C -3.046069 -1.469203 -4.297317  -0.224
C -2.953521 -0.637259 -3.201116  0.703
P -1.319756 -0.707014 -2.371664  -0.166
C -0.207648 -0.118079 -3.692874  1.686
C 0.345748 -0.958446 -4.661854  -0.327
C 1.116643 -0.422745 -5.683304  -0.815
C 1.342548 0.945488 -5.752713  -0.712
C 0.805061 1.782182 -4.783569  -0.719
C 0.042655 1.255212 -3.753300  -0.573
C -1.164515 -2.483285 -2.078360  0.774
C -2.286462 -3.108459 -1.520075  -0.901
C -2.251050 -4.455510 -1.215788  -0.702
C -1.089938 -5.186924 -1.430602  -0.734
C 0.038081 -4.563096 -1.948668  -0.822
C 0.010472 -3.215286 -2.257328  0.101
C -4.082752 0.108014 -2.774244  0.243
H -5.267062 2.311720 -0.440298  0.425
H -7.379933 1.907708 -1.645794  0.421
H -7.400655 0.428207 -3.615230  0.440
H -6.291275 -1.050446 -5.128140  0.455
H -4.262568 -2.240868 -5.888353  0.471
H -2.183270 -2.037828 -4.616270  0.282
H 0.149541 -2.022157 -4.647980  0.378
H 1.531941 -1.080952 -6.434488  0.488
H 1.922256 1.357707 -6.567379  0.467
H 0.970785 2.849892 -4.836882  0.535
H -0.387526 1.925788 -3.019970  0.255
H -3.191102 -2.539597 -1.344932  0.468
H -3.126883 -4.942776 -0.811412  0.488
H -1.059200 -6.239715 -1.187199  0.464
H 0.938851 -5.137419 -2.118044  0.486
H 0.891287 -2.741109 -2.667028  0.012
N 2.533070 -1.034197 -1.558029  -0.237
N 3.307231 -2.010681 -1.133575  -0.164
C 3.627554 -2.279135 0.171724  0.482
N 4.478930 -3.302064 0.334149  -0.388
S 3.029763 -1.476856 1.520407  -0.250
H 2.342203 -1.186399 -2.551461  0.094
H 2.875283 1.404887 -1.374574  -0.258
H 3.732230 -2.626314 -1.821451  0.265
H 4.889507 -3.805717 -0.436954  0.182
H 4.857349 -3.467774 1.251462  0.229
Cl 5.957813 6.508484 -0.719069  -0.221
C 4.829307 5.266975 -0.337032  0.179
C 4.179414 5.271598 0.875237  -0.556
C 3.267746 4.276074 1.203598  0.110
I 2.277425 4.366637 3.036719  0.150
C 2.937892 3.186866 0.369698  -0.136
O 2.073199 2.290313 0.668916  -0.092
C 3.660373 3.196755 -0.876123  0.041
N 3.444116 2.174206 -1.734817  0.399
C 3.967029 2.116563 -2.949019  0.200
C 4.801501 3.131661 -3.399338  -1.256
C 5.114007 4.166137 -2.547243  -0.518
C 4.560446 4.232017 -1.253130  0.230
H 4.380057 6.074019 1.571907  0.454
H 3.717195 1.265705 -3.566644  0.482
H 5.205870 3.102616 -4.399869  0.450
H 5.775509 4.959953 -2.866406  0.467
C -0.071413 1.925281 5.111898  -0.947
C 0.206776 1.252848 3.746661  0.461
N -0.917641 1.472397 2.838956  0.243
C -1.112133 2.901602 2.605046  0.059
C -1.369964 3.636022 3.940413  -0.816
N -1.400100 2.601800 5.018181  -0.045
C -2.474790 1.598050 4.742336  -0.725
C -2.131340 0.892988 3.404369  -0.264
H 0.685859 2.671848 5.348455  0.366
H -0.112630 1.199391 5.922690  0.330
H 0.338903 0.174981 3.859723  -0.158
H 1.106736 1.670830 3.290689  -0.004
H -1.960756 3.032019 1.935018  0.260
H -0.224627 3.295724 2.108567  -0.126
H -2.321373 4.165419 3.936093  0.362
H -0.575005 4.346739 4.164487  0.264
H -1.598417 3.061931 5.906553  0.312
H -3.426180 2.124737 4.685607  0.315
H -2.515272 0.897542 5.574988  0.355
H -2.946697 1.013089 2.690717  0.421
H -1.970823 -0.176476 3.545035  0.078
C -1.080965 -3.685665 5.545201  -1.075
As 0.307488 -3.355446 4.235385  0.446
C 1.710883 -2.341453 5.118460  -0.890
C 1.022494 -5.102626 3.827710  -1.011
S -0.466583 -2.370811 2.538567  -0.377
H -0.660942 -4.263983 6.367990  0.421
H -1.871275 -4.263867 5.069296  0.363
H -1.494032 -2.754257 5.926590  0.317
H 2.287735 -3.014932 5.751126  0.413
H 1.274331 -1.558028 5.736297  0.276
H 2.367455 -1.899785 4.371513  0.193
H 1.252187 -5.612214 4.763090  0.415
H 1.924919 -5.013577 3.226278  0.288
H 0.274330 -5.672947 3.280289  0.362

Forces on the atoms, in the same order (eV/Å):
Tl 0.40 -0.21 0.10
I -0.40 -0.28 -0.31
C 0.05 0.31 0.37
C 0.20 0.04 0.04
C -0.11 -0.06 -0.18
C -0.06 0.07 0.11
C 0.17 0.08 0.09
C 0.05 -0.07 -0.01
C -0.09 -0.03 -0.08
C 0.04 0.17 0.14
C 0.09 0.01 0.14
P -0.67 -0.62 -1.30
C 0.31 0.16 0.57
C -0.05 -0.10 0.08
C 0.03 -0.06 -0.02
C -0.02 -0.01 0.07
C 0.03 0.02 -0.06
C -0.04 -0.01 0.02
C 0.18 0.50 0.37
C -0.08 0.01 -0.01
C -0.01 -0.06 0.04
C 0.01 0.09 0.01
C 0.07 -0.02 -0.03
C 0.13 0.02 0.01
C -0.08 -0.08 -0.15
H 0.02 0.04 -0.02
H -0.01 -0.01 0.03
H -0.01 -0.02 -0.02
H -0.02 0.01 -0.02
H -0.04 -0.01 -0.02
H -0.01 -0.06 -0.01
H 0.02 -0.01 -0.01
H -0.03 0.00 -0.04
H 0.02 0.00 -0.01
H -0.02 0.02 0.00
H 0.03 -0.02 0.03
H -0.04 -0.03 -0.01
H -0.03 0.03 0.03
H -0.02 -0.03 -0.02
H 0.01 -0.01 -0.02
H -0.03 -0.04 0.04
N -0.45 0.54 0.34
N 0.33 -0.58 -0.80
C -0.07 0.31 1.51
N 0.06 -0.03 -0.43
S 0.10 0.03 -0.84
H 0.28 -0.01 0.06
H -0.03 0.12 -0.05
H -0.07 0.00 0.01
H 0.06 0.02 0.02
H -0.08 -0.02 0.03
Cl 0.01 0.05 -0.05
C -0.19 -0.03 0.31
C 0.33 0.27 -0.25
C -0.43 -0.68 -0.18
I 0.36 0.27 0.02
C 0.09 0.53 0.53
O -0.05 -0.42 -0.44
C 0.04 0.54 0.58
N -0.10 -0.35 -0.17
C 0.10 -0.05 -0.23
C 0.05 0.12 0.07
C -0.10 -0.05 0.01
C -0.06 -0.23 -0.11
H 0.01 0.00 0.02
H -0.05 -0.06 0.10
H -0.01 -0.10 0.00
H 0.04 -0.02 -0.02
C 0.46 -0.30 -0.11
C -0.02 -0.02 -0.03
N -0.06 -0.05 -0.20
C 0.05 -0.06 -0.06
C 0.04 0.26 -0.48
N -0.06 0.14 0.27
C -0.33 -0.34 -0.22
C 0.04 -0.02 0.06
H -0.12 0.09 0.06
H -0.11 0.09 0.06
H -0.02 0.02 0.03
H -0.02 0.01 0.06
H -0.05 0.00 0.05
H -0.04 0.04 0.08
H -0.01 -0.05 0.15
H -0.02 -0.05 0.12
H 0.00 -0.02 -0.01
H 0.07 0.10 0.11
H 0.07 0.10 0.06
H 0.00 0.04 0.02
H 0.01 0.02 0.03
C 0.23 -0.13 0.01
As -0.13 0.12 -0.08
C -0.07 -0.25 0.00
C 0.02 0.06 0.13
S -0.03 0.13 0.04
H -0.02 0.02 0.03
H 0.03 0.04 -0.05
H 0.07 0.04 -0.09
H 0.00 0.03 0.06
H -0.07 -0.04 -0.02
H -0.06 -0.07 -0.06
H 0.03 -0.01 -0.01
H -0.03 0.09 0.00
H -0.03 0.09 0.00



Record order is preserved below.
Energy relative to the best compared isomer or geometry (same formula, charge and spin): 114.23; 129.65; 70.56; 37.85 kcal per mole